Record 1
A structure of composition C47H44FeN5O4P2S at a distorted geometry. Source: OMol25; level of theory: ωB97M-V with the def2-TZVPD basis set.

Atoms and positions in Å:
Fe  0.2634  0.7797  -0.3793
C  -0.1504  7.5202  0.9123
C  -0.0981  7.0910  -0.4072
C  -0.1661  5.7385  -0.7054
C  -0.2827  4.8047  0.3226
C  -0.3321  5.2415  1.6454
C  -0.2712  6.5958  1.9390
P  -0.4769  3.0066  0.0566
C  0.2713  2.8203  -1.6305
C  -0.4703  2.5096  -2.7754
C  0.0959  2.6298  -4.0367
C  1.3978  3.0841  -4.1824
C  2.1385  3.4314  -3.0572
C  1.5770  3.3082  -1.8012
C  -2.2419  2.8477  -0.3342
C  -3.1088  3.8910  -0.5273
C  -4.4681  3.6318  -0.7971
C  -4.9418  2.3502  -0.7973
C  -4.0827  1.2554  -0.5346
C  -4.5607  -0.0628  -0.3671
C  -3.6991  -1.0549  0.0065
C  -2.3159  -0.8005  0.1182
C  -1.7674  0.4371  -0.1315
C  -2.6938  1.4980  -0.3614
H  -0.0980  8.5771  1.1378
H  -0.0120  7.8133  -1.2086
H  -0.1393  5.4120  -1.7374
H  -0.4257  4.5147  2.4450
H  -0.3151  6.9287  2.9676
H  -1.5003  2.1873  -2.6789
H  -0.4934  2.3935  -4.9141
H  1.8271  3.1904  -5.1703
H  3.1438  3.8180  -3.1651
H  2.1421  3.6185  -0.9293
H  -2.7598  4.9139  -0.4600
H  -5.1404  4.4603  -0.9773
H  -5.9942  2.1558  -0.9686
H  -5.6184  -0.2621  -0.4924
H  -4.0771  -2.0520  0.2001
H  -1.6674  -1.6254  0.4144
N  1.5429  -0.3746  -2.2530
P  0.4190  -1.3979  -1.3770
C  1.2265  -3.0436  -1.4304
C  1.1015  -3.8567  -0.3074
C  1.6032  -5.1526  -0.3269
C  2.2332  -5.6341  -1.4630
C  2.3585  -4.8242  -2.5867
C  1.8517  -3.5364  -2.5743
C  -0.8158  -1.6608  -2.6892
C  -1.6893  -2.7378  -2.5366
C  -2.6909  -2.9619  -3.4637
C  -2.8301  -2.1166  -4.5575
C  -1.9601  -1.0513  -4.7197
C  -0.9580  -0.8195  -3.7861
C  2.5981  0.2626  -1.6031
C  3.8238  0.4739  -2.2367
C  4.7941  1.1861  -1.5680
C  4.5345  1.6593  -0.2812
C  3.3071  1.3954  0.2755
N  2.3462  0.7172  -0.3689
H  1.7967  -0.6734  -3.1874
H  0.5904  -3.4828  0.5747
H  1.4981  -5.7843  0.5459
H  2.6196  -6.6445  -1.4803
H  2.8390  -5.2049  -3.4785
H  1.9298  -2.9264  -3.4679
H  -1.5808  -3.4030  -1.6873
H  -3.3681  -3.7960  -3.3358
H  -3.6150  -2.2914  -5.2812
H  -2.0601  -0.3960  -5.5757
H  -0.2903  0.0214  -3.9136
H  3.9949  0.0825  -3.2308
H  5.7513  1.3698  -2.0375
H  5.2766  2.2150  0.2733
H  3.0453  1.7231  1.2753
C  -0.1480  -5.9577  3.2326
C  -0.8156  -4.9883  4.1949
S  -0.4410  -3.2733  3.8101
O  -0.1590  -3.1536  2.3957
O  -1.4515  -2.4322  4.3887
C  1.1176  -2.9756  4.6728
C  1.4137  -1.4841  4.8437
N  0.8117  -0.6444  3.8148
C  1.1723  -0.6274  2.5126
N  0.3937  0.1794  1.8031
C  -0.5087  0.7055  2.6799
C  -0.2733  0.2077  3.9196
N  -1.0099  0.5174  5.1049
O  -1.9586  1.2596  4.9611
O  -0.6001  0.1039  6.1761
C  2.2830  -1.4743  2.0047
H  -0.4651  -6.9753  3.4558
H  0.9388  -5.9156  3.3124
H  -0.4253  -5.7230  2.2073
H  -0.5052  -5.1402  5.2286
H  -1.9037  -5.0327  4.1520
H  1.8781  -3.4864  4.0835
H  1.0359  -3.4489  5.6500
H  2.4925  -1.3338  4.8216
H  1.0310  -1.1387  5.7953
H  -1.2945  1.3785  2.3882
H  3.2226  -1.2384  2.5088
H  2.4048  -1.3136  0.9395
H  2.0528  -2.5285  2.1646

LUMO level (alpha / beta) ... -2.32 / -2.50 eV
Frontier orbital gap (alpha / beta) ... 7.1 / 7.3 eV
Charge ... +1
⟨S²⟩ ... 6.029
Spin multiplicity ... 5
ΔE to the lowest compared entry with this formula, charge and spin ... 1.160 eV
E_HOMO (alpha / beta) ... -0.3447 / -0.3585 hartree

These are the Mulliken partial charges, in e, on atoms 1 to 4: number 1, Fe, carries 0.227; number 2, C, carries -0.594; number 3, C, carries -0.803; number 4, C, carries -0.229

=====

Record 2
A structure of composition C47H44N6O3S5Tl. Source: OMol25; level of theory: ωB97M-V with the def2-TZVPD basis set.

Atoms and positions in Å:
Tl  -0.1807  -1.0568  0.9892
O  -1.7855  -2.8743  0.8660
C  -1.8455  -3.9172  0.1308
C  -2.0423  -5.2044  0.7192
C  -2.2240  -6.3419  -0.0320
C  -2.2153  -6.2817  -1.4310
C  -1.9704  -5.0627  -2.0321
C  -1.7497  -3.8886  -1.3025
C  -1.3701  -2.7040  -2.0577
N  -0.8488  -1.6414  -1.5773
N  -0.5288  -0.6694  -2.5060
C  0.4521  0.1079  -2.1089
O  1.1633  0.0280  -1.0660
C  0.7121  1.2506  -3.0569
C  1.1538  1.0554  -4.3599
C  1.3711  2.1407  -5.1992
C  1.1478  3.4346  -4.7445
C  0.7102  3.6378  -3.4412
C  0.4944  2.5503  -2.6085
H  -2.0398  -5.2433  1.8037
H  -2.3769  -7.2965  0.4617
H  -2.3776  -7.1723  -2.0253
H  -1.9217  -5.0082  -3.1167
H  -1.4733  -2.7701  -3.1474
H  1.3201  0.0444  -4.7111
H  1.7161  1.9818  -6.2143
H  1.3105  4.2795  -5.4032
H  0.5513  4.6465  -3.0766
H  0.1602  2.6876  -1.5856
C  -1.3381  -1.5141  5.2400
C  -0.6060  -2.7313  4.7871
N  -0.0018  -2.8571  3.6583
C  0.5634  -4.0980  3.4984
C  0.3888  -4.9371  4.5569
S  -0.5139  -4.1595  5.7833
C  1.2492  -4.4386  2.2487
C  1.8955  -5.6115  2.0221
S  2.5025  -5.6564  0.4272
C  1.8424  -4.0738  0.1437
N  1.2385  -3.5752  1.1752
C  1.9667  -3.4355  -1.1958
H  -1.9957  -1.1729  4.4398
H  -0.6325  -0.7053  5.4381
H  -1.9228  -1.7132  6.1365
H  0.7164  -5.9564  4.6758
H  2.0511  -6.4331  2.7017
H  2.8858  -3.7506  -1.6890
H  1.9567  -2.3491  -1.0978
H  1.1139  -3.7251  -1.8067
S  -3.0759  0.4120  1.4036
C  -2.5915  1.8839  0.8400
N  -3.1876  2.4664  -0.2324
C  -3.0809  3.8979  -0.4151
C  -1.6448  4.3245  -0.3004
N  -1.0348  3.7829  0.9019
C  0.1537  4.4893  1.3506
C  1.3294  4.2523  0.4311
C  1.8490  2.9688  0.2659
C  2.8986  2.7423  -0.6102
C  3.4622  3.7988  -1.3141
C  2.9565  5.0800  -1.1503
C  1.8893  5.3015  -0.2894
C  -1.4202  2.6060  1.4537
S  -0.6121  1.9250  2.7315
C  -4.2862  1.8213  -0.9491
C  -4.1537  1.9706  -2.4421
C  -5.0388  2.7686  -3.1601
C  -4.9134  2.8999  -4.5369
C  -3.8950  2.2331  -5.2029
C  -3.0096  1.4337  -4.4907
C  -3.1374  1.3007  -3.1167
H  -3.7049  4.4298  0.3163
H  -3.4404  4.1423  -1.4137
H  -1.5863  5.4127  -0.2399
H  -1.0997  4.0028  -1.1942
H  0.3785  4.1301  2.3518
H  -0.0748  5.5573  1.3967
H  1.4083  2.1337  0.7981
H  3.2383  1.7268  -0.7710
H  4.2823  3.6196  -1.9976
H  3.3738  5.9061  -1.7129
H  1.4874  6.3030  -0.1743
H  -5.2371  2.2499  -0.6096
H  -4.2757  0.7719  -0.6684
H  -5.8361  3.2873  -2.6372
H  -5.6082  3.5229  -5.0868
H  -3.7916  2.3352  -6.2761
H  -2.2121  0.9057  -4.9968
H  -2.4456  0.6548  -2.5812
C  4.8241  0.3725  1.4304
S  3.4839  -0.7988  1.0217
O  4.1971  -2.0503  0.6498
C  3.0201  -0.9795  2.7631
C  3.3492  -2.1517  3.4158
C  3.0398  -2.2916  4.7632
C  2.4097  -1.2588  5.4422
C  2.0807  -0.0837  4.7748
C  2.3799  0.0569  3.4293
H  5.4922  -0.1387  2.1211
H  4.4050  1.2743  1.8752
H  5.3405  0.6080  0.5001
H  3.8472  -2.9359  2.8569
H  3.2844  -3.2120  5.2791
H  2.1718  -1.3690  6.4935
H  1.5815  0.7224  5.2992
H  2.1075  0.9661  2.9034

LUMO level ... 1.53 eV
Frontier orbital gap ... 5.2 eV
Charge ... -1
ΔE to the lowest compared entry with this formula, charge and spin ... 0.818 eV
E_HOMO ... -0.1367 hartree

These are the Mulliken partial charges, in e, on atoms 1 to 4: number 1, Tl, carries 1.213; number 2, O, carries -0.839; number 3, C, carries 0.100; number 4, C, carries -0.420

=====

Record 3
A structure of composition C47H45CaGeIN10O2Se. Source: OMol25; level of theory: ωB97M-V with the def2-TZVPD basis set.

Atoms and positions in Å:
Ca  0.1356  -1.2007  0.9632
C  -0.9576  0.9748  -3.8884
C  0.2465  0.0950  -3.7008
N  0.9324  -0.1500  -4.8091
C  1.9302  -1.0224  -4.7739
C  2.2333  -1.7972  -3.6721
C  3.2528  -2.8976  -3.8713
O  4.3528  -2.8574  -2.9839
C  1.5434  -1.5511  -2.4661
C  1.8239  -2.5663  -1.4179
N  1.1034  -2.9301  -0.4239
C  1.4735  -4.1953  0.1286
C  1.2811  -5.3268  -0.6623
C  1.5734  -6.5942  -0.1898
C  2.0616  -6.7525  1.0974
C  2.2581  -5.6387  1.8978
C  1.9668  -4.3663  1.4237
I  2.3510  -2.7478  2.6960
C  0.6105  -0.5063  -2.4797
O  -0.0025  -0.1045  -1.3010
H  -1.2277  0.9195  -4.9408
H  -0.7580  2.0120  -3.6274
H  -1.7978  0.6326  -3.2841
H  2.4781  -1.1593  -5.6996
H  3.5910  -2.8520  -4.9110
H  2.7944  -3.8798  -3.7329
H  4.6163  -1.9401  -2.8315
H  2.7044  -3.1610  -1.6528
H  0.8788  -5.1898  -1.6590
H  1.4156  -7.4542  -0.8264
H  2.2916  -7.7368  1.4815
H  2.6462  -5.7527  2.9006
C  5.6480  -0.3046  -1.1783
C  5.0992  0.9793  -1.1734
C  3.8787  1.2066  -0.5894
C  3.1461  0.1347  0.0114
N  3.6775  -1.1189  -0.0626
C  4.8785  -1.2971  -0.5975
N  1.9543  0.2052  0.6138
C  1.2050  1.4330  0.8463
N  -0.0435  0.9663  1.4796
C  -0.0640  1.2877  2.7512
N  -0.9259  0.9169  3.6855
C  -1.6104  -0.2385  3.6691
C  -2.7447  -0.3345  4.5252
C  -3.3541  -1.5359  4.7430
C  -2.8633  -2.6869  4.1054
C  -1.8147  -2.5175  3.2404
N  -1.2091  -1.3462  2.9770
C  1.0373  2.2250  3.0575
C  1.3393  2.8602  4.2463
C  2.4740  3.6570  4.2893
C  3.2812  3.7784  3.1650
C  2.9729  3.1214  1.9768
C  1.8230  2.3466  1.9182
H  6.6235  -0.5166  -1.5918
H  5.6340  1.8074  -1.6248
H  3.4818  2.2065  -0.5981
H  5.2409  -2.3217  -0.5839
H  -3.0665  0.5688  5.0236
H  -4.2007  -1.6041  5.4155
H  -3.2935  -3.6638  4.2697
H  -1.4202  -3.3766  2.6991
H  0.6969  2.7260  5.1066
H  2.7392  4.1787  5.1998
H  4.1739  4.3893  3.2112
H  3.6511  3.2193  1.1450
N  1.9903  9.4457  -2.3382
C  1.6467  8.4070  -1.9845
C  1.2163  7.1097  -1.5469
C  2.1463  6.1549  -1.1422
C  1.7328  4.9092  -0.7204
C  0.3738  4.5714  -0.7016
C  -0.5555  5.5358  -1.1158
C  -0.1377  6.7856  -1.5252
N  -0.0424  3.3224  -0.2570
C  -1.4039  2.9317  -0.3753
C  -1.4735  1.7272  -0.9129
N  -0.1704  1.3149  -1.2936
C  0.7802  2.1218  -0.4729
H  3.2000  6.3999  -1.1472
H  2.4669  4.2015  -0.3720
H  -1.6094  5.3030  -1.1339
H  -0.8658  7.5190  -1.8450
H  -2.2018  3.5521  -0.0088
H  -2.3249  1.1000  -1.1035
H  1.6360  2.3653  -1.0949
C  -6.2348  -0.6109  -1.1710
Ge  -5.5939  -0.8899  0.6515
C  -4.8039  0.7386  1.3815
C  -7.0327  -1.5424  1.7984
C  -4.1550  -2.2301  0.6301
Se  -2.6715  -1.6462  -0.4994
C  -2.6524  -3.1071  -1.7788
H  -6.9484  0.2129  -1.1980
H  -6.7321  -1.5051  -1.5477
H  -5.4036  -0.3662  -1.8330
H  -5.4857  1.5837  1.2857
H  -3.8766  0.9831  0.8605
H  -4.5673  0.5996  2.4372
H  -7.8335  -0.8053  1.8587
H  -6.6609  -1.7281  2.8062
H  -7.4496  -2.4700  1.4057
H  -4.4728  -3.2105  0.2762
H  -3.7598  -2.3496  1.6374
H  -3.6170  -3.1637  -2.2771
H  -2.4231  -4.0438  -1.2766
H  -1.8777  -2.8814  -2.5100

LUMO level ... -0.73 eV
Frontier orbital gap ... 6.2 eV
Charge ... 0
ΔE to the lowest compared entry with this formula, charge and spin ... 5.102 eV
E_HOMO ... -0.2552 hartree

These are the Mulliken partial charges, in e, on atoms 1 to 4: number 1, Ca, carries 1.267; number 2, C, carries -1.050; number 3, C, carries 0.869; number 4, N, carries -0.654

=====

Record 4
A structure of composition C47H45CrGeN11O2S2 at a distorted geometry. Source: OMol25; level of theory: ωB97M-V with the def2-TZVPD basis set.

Atoms and positions in Å:
Cr  -0.1933  -0.1801  0.1459
C  0.1017  4.1632  0.5791
C  -0.3572  2.9048  0.2030
N  0.3828  1.8086  0.3803
C  1.6097  1.9783  0.9260
C  2.0280  3.2560  1.3288
N  1.2824  4.3201  1.1536
C  2.3843  0.7566  1.0286
C  3.6902  0.6513  1.4754
C  4.3406  -0.5958  1.5036
C  3.6365  -1.6703  0.9513
C  2.3268  -1.5088  0.5111
N  1.6794  -0.3180  0.6068
C  1.5068  -2.5207  -0.1178
C  1.8867  -3.8460  -0.4001
N  1.1230  -4.6619  -1.0802
C  -0.0388  -4.1991  -1.5269
C  -0.4677  -2.9209  -1.2318
N  0.2769  -2.0739  -0.4982
C  5.6613  -0.7726  2.1294
C  6.2522  0.2478  2.8869
C  7.4309  -0.0096  3.5726
N  8.0075  -1.1851  3.5346
C  7.5097  -2.1573  2.8097
C  6.3417  -1.9965  2.0762
H  -0.4846  5.0575  0.4228
H  -1.3316  2.7843  -0.2485
H  2.9837  3.4216  1.8035
H  4.2025  1.5448  1.7880
H  4.0896  -2.6418  0.8584
H  2.8295  -4.2534  -0.0617
H  -0.6357  -4.8733  -2.1209
H  -1.4269  -2.5647  -1.5820
H  5.8189  1.2286  2.9756
H  7.9144  0.7472  4.1745
H  8.0501  -3.0943  2.8193
H  5.9938  -2.8268  1.4853
O  -2.1676  2.7870  -2.9157
C  -3.2978  2.0836  -3.0679
C  -4.2996  2.6046  -3.8941
C  -5.4994  1.9461  -4.0392
C  -5.7381  0.7551  -3.3518
C  -4.7697  0.2380  -2.5210
C  -3.5309  0.8751  -2.3707
C  -2.5689  0.3068  -1.4374
O  -1.3181  0.6810  -1.3800
N  -2.9906  -0.6107  -0.6106
N  -2.0536  -1.0911  0.2138
C  -2.4937  -2.0463  0.9944
S  -4.1896  -2.4232  1.0175
C  -4.0183  -3.9194  2.0543
C  -2.8165  -3.7508  2.9527
S  -1.4503  -3.0174  1.9790
H  -1.5106  2.2596  -2.4280
H  -4.1074  3.5334  -4.4056
H  -6.2631  2.3539  -4.6817
H  -6.6828  0.2479  -3.4633
H  -4.9521  -0.6636  -1.9610
H  -3.9323  -4.7779  1.3868
H  -4.9318  -4.0151  2.6399
H  -2.4632  -4.6994  3.3526
H  -3.0241  -3.0679  3.7754
C  0.4857  -1.6731  5.6725
C  1.4577  -1.5537  4.5100
N  0.7686  -1.0190  3.3484
C  -0.3354  -0.2357  3.3904
N  -0.8272  0.1820  2.2285
C  -1.9833  1.0663  2.2861
C  -2.9010  0.7295  3.4547
C  -2.0846  0.8381  4.7277
N  -0.8624  0.0638  4.5893
C  -0.2180  -0.3358  5.8330
H  1.0195  -1.9258  6.5863
H  -0.2443  -2.4583  5.4729
H  1.8804  -2.5254  4.2524
H  2.2786  -0.8785  4.7809
H  0.9731  -1.4344  2.4552
H  -2.5396  0.9959  1.3497
H  -1.6391  2.1049  2.3873
H  -3.2975  -0.2808  3.3468
H  -3.7390  1.4216  3.4876
H  -2.6447  0.4393  5.5775
H  -1.8413  1.8837  4.9458
H  -0.9861  -0.4163  6.6023
H  0.4936  0.4363  6.1461
Ge  0.9637  -0.1135  -2.6543
C  0.2824  1.2526  -3.9055
C  0.7322  2.5673  -3.9526
C  0.3001  3.3933  -4.9746
C  -0.5839  2.9178  -5.9319
C  -1.0581  1.6173  -5.8642
C  -0.6359  0.7854  -4.8440
C  2.9138  -0.3182  -2.2701
C  3.6971  0.7529  -1.8556
C  5.0704  0.6090  -1.7565
C  5.6649  -0.6034  -2.0709
C  4.8879  -1.6721  -2.4887
C  3.5130  -1.5366  -2.5744
H  0.4633  -1.4800  -3.2177
H  1.4272  2.9396  -3.2116
H  0.6532  4.4107  -5.0257
H  -0.9032  3.5622  -6.7352
H  -1.7539  1.2487  -6.6027
H  -0.9972  -0.2358  -4.7883
H  3.2386  1.7087  -1.6291
H  5.6801  1.4460  -1.4519
H  6.7356  -0.7105  -2.0027
H  5.3534  -2.6079  -2.7616
H  2.9076  -2.3706  -2.9094

LUMO level (alpha / beta) ... -10.40 / -10.06 eV
Frontier orbital gap (alpha / beta) ... 4.3 / 4.7 eV
Charge ... +3
⟨S²⟩ ... 0.888
Spin multiplicity ... 2
ΔE to the lowest compared entry with this formula, charge and spin ... 1.447 eV
E_HOMO (alpha / beta) ... -0.5404 / -0.5419 hartree

These are the Mulliken partial charges, in e, on atoms 1 to 4: number 1, Cr, carries -1.005; number 2, C, carries -1.071; number 3, C, carries -0.573; number 4, N, carries 1.751